C4H4CaO2 | ωB97M-V/def2-TZVPD

Element x y z (Å)
O1 1.007 -1.194 -0.385
C1 -0.380 -1.079 -0.624
H1 -0.184 -0.265 0.230
C2 -1.642 -0.564 -1.010
C3 -2.437 -0.409 0.259
C4 -1.151 0.297 0.564
O2 -0.134 0.769 1.487
H2 -1.720 0.015 -1.934
H3 -2.676 -1.300 0.860
H4 -3.304 0.269 0.231
Ca1 1.823 -0.037 1.207

- Total charge: 0
- Calculated total energy: -26735.4730 eV
- HOMO-LUMO gap (spin up / spin down): 3.78 / 3.80 eV
- Relative energy (zero: lowest compared OMol25 entry of this formula, charge and spin): 23.4 kcal per mole

Population analysis type Mulliken, resulting atomic charges in e: -0.750, -0.303, 0.847, -0.150, -0.251, -0.411, -0.838, 0.331, 0.240, 0.246, 1.041


H2NOS | ωB97M-V/def2-TZVPD

Element x y z (Å)
N1 -0.527 0.636 -0.438
O1 -1.541 0.717 0.311
S1 1.061 0.023 0.244
H1 -0.528 -0.715 -1.158
H2 1.013 1.233 0.946

- Total charge: -1
- Calculated total energy: -14401.7858 eV
- HOMO-LUMO gap (spin up / spin down): 6.53 / 6.53 eV
- Relative energy (zero: lowest compared OMol25 entry of this formula, charge and spin): 55.8 kcal per mole

Population analysis type Mulliken, resulting atomic charges in e: -0.125, -0.504, -0.464, -0.003, 0.096


C3H12NO2S | ωB97M-V/def2-TZVPD

Element x y z (Å)
C1 1.745 -0.703 0.279
N1 0.676 -1.472 0.912
C2 -0.213 -0.930 1.913
C3 -1.226 0.169 1.307
S1 -2.508 -0.534 0.242
H1 2.170 -1.226 -0.646
H2 2.642 -0.743 0.729
H3 1.622 0.278 0.192
H4 0.353 -2.102 0.208
H5 -0.746 -1.721 2.209
H6 0.414 -0.547 2.742
H7 -0.529 0.931 1.015
H8 -1.774 0.403 2.180
H9 1.755 0.623 -2.740
H10 0.173 0.775 -2.890
O1 1.027 1.168 -3.093
H11 -1.668 1.318 -1.082
H12 -1.867 2.581 -1.630
O2 -2.045 1.734 -1.846

- Total charge: -1
- Calculated total energy: -19724.9891 eV
- HOMO-LUMO gap: 6.07 eV
- Relative energy (zero: lowest compared OMol25 entry of this formula, charge and spin): 65.0 kcal per mole

Population analysis type Mulliken, resulting atomic charges in e: -1.135, -0.284, -0.897, -0.622, -0.648, 0.249, 0.476, 0.399, 0.254, 0.468, 0.270, 0.344, 0.190, 0.302, 0.358, -0.667, 0.235, 0.250, -0.543


C25H33Cl3N3O8Ti | ωB97M-V/def2-TZVPD

Element x y z (Å)
Ti1 -0.163 -1.579 -2.077
C1 1.150 -2.511 -4.504
C2 2.030 -1.294 -4.227
O1 1.749 -0.824 -2.906
C3 2.821 -0.829 -1.947
C4 2.386 -1.655 -0.742
O2 1.098 -1.126 -0.436
C5 0.479 -1.622 0.747
C6 -0.926 -0.979 0.779
O3 -1.209 -0.614 -0.566
C7 -2.565 -0.399 -0.931
C8 -2.578 -0.172 -2.465
O4 -1.220 -0.008 -2.910
C9 -1.056 -0.008 -4.327
C10 -1.017 -1.444 -4.878
O5 -0.189 -2.286 -4.064
H1 1.177 -2.775 -5.563
H2 1.498 -3.356 -3.908
H3 3.077 -1.573 -4.344
H4 1.814 -0.487 -4.931
H5 3.747 -1.208 -2.376
H6 2.960 0.204 -1.627
H7 2.313 -2.717 -0.982
H8 3.075 -1.512 0.095
H9 0.414 -2.711 0.705
H10 1.059 -1.335 1.628
H11 -1.664 -1.693 1.157
H12 -0.940 -0.082 1.406
H13 -3.165 -1.278 -0.688
H14 -2.954 0.473 -0.401
H15 -3.023 -1.039 -2.952
H16 -3.150 0.721 -2.729
H17 -1.855 0.560 -4.810
H18 -0.114 0.509 -4.500
H19 -2.011 -1.890 -4.841
H20 -0.672 -1.447 -5.913
Cl1 -0.434 -5.782 0.132
C11 -1.546 -5.033 -1.008
Cl2 -1.793 -6.102 -2.412
Cl3 -3.106 -4.747 -0.213
C12 -0.981 -3.711 -1.530
O6 -1.765 -2.817 -1.938
O7 0.259 -3.498 -1.531
C13 -1.601 -0.335 5.656
C14 -0.779 0.821 5.151
C15 0.229 0.643 4.214
C16 1.009 1.700 3.766
C17 0.782 2.984 4.250
N1 1.542 4.116 3.878
C18 2.470 4.309 2.885
O8 3.357 5.127 2.990
N2 2.366 3.524 1.735
C19 1.221 3.199 1.004
C20 -0.055 3.676 1.289
C21 -1.095 3.336 0.440
C22 -0.839 2.522 -0.651
N3 0.364 2.016 -0.906
C23 1.360 2.359 -0.104
C24 -0.223 3.172 5.197
C25 -0.988 2.109 5.638
H21 -1.327 -1.261 5.153
H22 -2.665 -0.155 5.500
H23 -1.446 -0.473 6.727
H24 0.432 -0.356 3.841
H25 1.813 1.509 3.071
H26 1.604 4.835 4.582
H27 3.216 3.568 1.196
H28 -0.231 4.330 2.130
H29 -2.092 3.713 0.626
H30 -1.619 2.285 -1.364
H31 2.343 1.962 -0.344
H32 -0.396 4.165 5.597
H33 -1.756 2.281 6.382

- Spin multiplicity: 3
- <S²>: 2.003
- Total charge: +1
- Calculated total energy: -107988.4828 eV
- HOMO-LUMO gap (spin up / spin down): 6.30 / 8.57 eV

Population analysis type Mulliken, resulting atomic charges in e: 0.416, -0.706, -0.555, -0.257, -0.477, -0.669, 0.199, -0.970, -0.702, 0.825, -1.236, -0.573, -0.109, -0.676, -0.546, -0.294, 0.514, 0.247, 0.495, 0.310, 0.616, 0.083, 0.133, 0.570, 0.280, 0.630, 0.401, 0.289, 0.405, 0.519, 0.359, 0.604, 0.542, 0.289, 0.332, 0.457, -0.113, 0.863, -0.135, -0.127, -0.427, -0.227, -0.420, -1.553, 0.448, -0.540, -0.035, 0.090, -0.037, 0.258, -0.651, -0.074, 0.269, -0.215, -1.059, -0.658, -0.206, -0.308, -0.648, -0.650, 0.328, 0.361, 0.372, 0.423, 0.628, 0.248, 0.250, 0.558, 0.461, 0.651, 0.316, 0.402, 0.411


C4H12 | ωB97M-V/def2-TZVPD

Element x y z (Å)
C1 -1.678 -2.093 1.047
C2 -0.252 -1.617 0.654
H1 -1.759 -2.493 2.051
H2 -2.321 -1.228 0.903
H3 -1.938 -2.867 0.324
H4 0.546 -2.349 0.694
H5 -0.350 -1.182 -0.342
H6 -0.028 -0.754 1.275
C3 0.880 1.693 -1.567
C4 1.160 1.983 -0.086
H7 1.780 1.560 -2.160
H8 0.387 0.711 -1.575
H9 0.153 2.307 -2.089
H10 0.938 1.115 0.519
H11 0.393 2.700 0.252
H12 2.087 2.514 0.099

- Structure (SMILES): CC.CC
- Total charge: 0
- Calculated total energy: -4342.0950 eV
- HOMO-LUMO gap: 12.67 eV
- Relative energy (zero: lowest compared OMol25 entry of this formula, charge and spin): 10.0 kcal per mole

Population analysis type Mulliken, resulting atomic charges in e: -0.921, -0.613, 0.305, 0.284, 0.259, 0.350, 0.129, 0.168, -0.680, -0.516, 0.266, 0.112, 0.295, 0.004, 0.253, 0.305